# C50H53Ge2I2N5OPdS4

A molecular structure, C50H53Ge2I2N5OPdS4 (ωB97M-V/def2-TZVPD, the OMol25 dataset).

**Total charge**: -2
**E_LUMO**: 3.951 eV
**Gap between HOMO and LUMO**: 5.88 eV
**E**: -8756.3303 a.u.
**Energy above the lowest of the compared OMol25 structures with the same formula, charge and spin**: 10.0 kJ/mol

XYZ file:
```
118
C50H53Ge2I2N5OPdS4 ωB97M-V/def2-TZVPD
Pd -1.826 -0.552 -1.752
C 3.951 -5.619 1.318
C 3.805 -4.295 0.611
C 4.057 -3.096 1.270
C 3.974 -1.872 0.620
C 4.163 -0.594 1.396
C 3.661 -1.847 -0.745
C 3.366 -3.035 -1.416
C 2.971 -3.063 -2.872
C 3.432 -4.241 -0.720
C 3.787 -0.554 -1.504
C 5.073 -0.228 -1.939
C 5.313 0.936 -2.644
C 4.255 1.792 -2.912
C 2.966 1.486 -2.493
C 2.701 0.297 -1.773
Ge 0.809 -0.287 -1.385
S -0.021 -1.063 -3.248
S 0.600 -1.509 0.480
Ge -1.250 -0.192 0.784
S -3.349 -0.221 0.072
S -0.082 1.497 -0.209
C -1.459 0.029 2.767
C -1.811 1.272 3.318
C -2.117 1.385 4.672
C -2.096 0.273 5.502
C -1.754 -0.959 4.967
C -1.432 -1.087 3.616
C -1.050 -2.452 3.122
C 0.257 -2.906 3.293
C 1.314 -2.058 3.958
C 0.597 -4.170 2.824
C -0.332 -4.988 2.195
C 0.069 -6.314 1.601
C -1.639 -4.536 2.077
C -2.016 -3.279 2.535
C -3.446 -2.829 2.372
C -1.874 2.519 2.481
C -0.731 3.293 2.293
C 0.584 2.947 2.945
C -0.808 4.437 1.498
C -1.988 4.819 0.888
C -2.044 6.017 -0.026
C -3.132 4.061 1.132
C -3.098 2.927 1.929
C -4.359 2.149 2.201
C 1.892 2.485 -2.814
C 1.187 2.421 -4.014
C 1.502 1.404 -5.082
C 0.195 3.370 -4.265
C -0.084 4.390 -3.373
C -1.200 5.367 -3.635
C 0.678 4.475 -2.211
C 1.664 3.544 -1.922
C 2.498 3.697 -0.675
H 4.091 -5.481 2.391
H 4.814 -6.170 0.936
H 3.071 -6.245 1.170
H 4.319 -3.115 2.324
H 4.607 -0.795 2.371
H 3.187 -0.123 1.552
H 4.790 0.122 0.863
H 2.917 -2.068 -3.309
H 1.983 -3.514 -2.981
H 3.684 -3.657 -3.449
H 3.190 -5.159 -1.246
H 5.882 -0.918 -1.726
H 6.314 1.177 -2.983
H 4.419 2.710 -3.465
H -2.369 2.364 5.068
H -2.343 0.366 6.553
H -1.733 -1.845 5.591
H 1.038 -1.004 3.985
H 2.253 -2.142 3.411
H 1.487 -2.385 4.988
H 1.628 -4.497 2.910
H 0.775 -6.842 2.246
H 0.539 -6.161 0.626
H -0.800 -6.948 1.428
H -2.374 -5.160 1.579
H -4.036 -3.616 1.904
H -3.515 -1.946 1.737
H -3.892 -2.575 3.339
H 0.647 1.891 3.202
H 0.715 3.527 3.864
H 1.411 3.175 2.271
H 0.095 5.016 1.326
H -1.078 6.523 -0.069
H -2.793 6.739 0.306
H -2.308 5.714 -1.042
H -4.071 4.348 0.669
H -5.177 2.521 1.584
H -4.648 2.231 3.252
H -4.219 1.091 1.979
H 2.088 0.572 -4.698
H 2.067 1.882 -5.889
H 0.583 0.992 -5.496
H -0.375 3.296 -5.187
H -1.426 5.430 -4.701
H -0.948 6.366 -3.274
H -2.111 5.050 -3.122
H 0.487 5.276 -1.503
H 2.081 4.473 -0.033
H 3.528 3.967 -0.927
H 2.534 2.767 -0.107
O -2.835 2.613 -2.272
C -2.231 1.658 -2.328
I -2.183 -3.157 -1.450
I -2.928 -6.399 -1.384
N -5.598 -2.090 -2.143
N -5.291 -1.076 -3.052
N -6.129 -0.124 -3.379
C -5.370 0.588 -4.207
N -4.131 0.090 -4.347
N -4.112 -0.995 -3.593
H -6.110 -2.801 -2.657
H -4.697 -2.458 -1.818
H -5.714 1.483 -4.696
```